Arrangement P

This record from the Open Molecules 2025 dataset describes an isolated molecule of C2H5NO. The level of theory is wB97M-V/def2-TZVPD.

Output
**LUMO energy**: 0.033 hartree
**Structure (SMILES)**: CC(N)=O
**HOMO level**: -9.86 eV
**Kohn-Sham gap**: 10.74 eV

Last column: natural (NBO) charge in e.
Atoms and positions in Å:
C1 0.264 1.025 -0.320  -0.72
C2 0.055 -0.475 -0.411  0.67
O1 0.223 -1.115 -1.432  -0.61
N1 -0.325 -1.065 0.762  -0.83
H1 0.868 1.291 0.553  0.22
H2 -0.699 1.541 -0.231  0.23
H3 0.757 1.372 -1.228  0.24
H4 -0.542 -2.049 0.742  0.40
H5 -0.602 -0.526 1.565  0.39


Arrangement Q

This record from the Open Molecules 2025 dataset describes an isolated molecule of C2H5NO. The level of theory is wB97M-V/def2-TZVPD.

Output
**LUMO energy**: 0.044 hartree
**Structure (SMILES)**: C=NOC
**HOMO level**: -9.70 eV
**Kohn-Sham gap**: 10.91 eV

Last column: natural (NBO) charge in e.
Atoms and positions in Å:
C1 -0.376 0.793 1.424  -0.26
C2 0.373 -0.768 -1.482  -0.14
H1 -0.904 1.729 1.518  0.19
H2 0.726 1.119 1.469  0.19
H3 -0.601 0.085 2.295  0.18
H4 -0.684 -0.699 -1.852  0.18
H5 1.173 -1.056 -2.169  0.19
N1 0.645 -0.372 -0.333  -0.11
O1 -0.526 0.159 0.177  -0.42


Most stable: arrangement P (next structure +3.275 eV)


Arrangement P

This record from the Open Molecules 2025 dataset describes an isolated molecule of C2H5NO. The level of theory is wB97M-V/def2-TZVPD.

Output
**LUMO energy**: 0.035 hartree
**Structure (SMILES)**: C=C(N)O
**HOMO level**: -8.11 eV
**Kohn-Sham gap**: 9.05 eV

Last column: natural (NBO) charge in e.
Atoms and positions in Å:
C1 -1.166 -0.120 0.314  -0.67
C2 0.088 0.086 -0.119  0.49
O1 0.378 1.083 -1.002  -0.69
N1 1.204 -0.650 0.214  -0.83
H1 -1.464 -1.029 0.818  0.21
H2 -0.465 1.257 -1.443  0.49
H3 -1.892 0.679 0.204  0.20
H4 2.085 -0.321 -0.149  0.39
H5 1.232 -0.985 1.163  0.39


Arrangement Q

This record from the Open Molecules 2025 dataset describes a structure of composition C2H5NO. The level of theory is wB97M-V/def2-TZVPD.

Output
**LUMO energy**: 0.031 hartree
**HOMO level**: -9.61 eV
**Kohn-Sham gap**: 10.45 eV

Last column: natural (NBO) charge in e.
Atoms and positions in Å:
C1 -0.818 0.276 0.385  -0.25
N1 0.324 0.979 -0.019  -0.67
C2 0.906 -0.516 -0.160  0.40
O1 1.608 -1.042 0.668  -0.57
H1 -0.833 0.073 1.453  0.22
H2 -1.784 0.460 -0.091  0.21
H3 -0.455 -0.993 -0.044  0.14
H4 0.166 1.397 -0.944  0.35
H5 0.884 -0.633 -1.248  0.16


Arrangement R

This record from the Open Molecules 2025 dataset describes a structure of composition C2H5NO. The level of theory is wB97M-V/def2-TZVPD.

Output
**LUMO energy**: 0.029 hartree
**HOMO level**: -8.26 eV
**Kohn-Sham gap**: 9.04 eV

Last column: natural (NBO) charge in e.
Atoms and positions in Å:
C1 0.135 0.734 -0.942  -0.91
C2 0.082 -0.218 0.129  0.63
O1 1.230 -0.811 0.214  -0.68
N1 -0.929 -0.596 0.913  -0.77
H1 -0.779 0.991 -1.476  0.21
H2 1.329 -0.221 -0.846  0.47
H3 0.725 1.611 -0.662  0.24
H4 -0.838 -1.415 1.495  0.41
H5 -1.785 -0.068 0.942  0.41


Most stable: arrangement P (next structure +1.673 eV)


Arrangement P

This record from the Open Molecules 2025 dataset describes a structure of composition C37H40Cl2FN6O4S2Ti. The level of theory is wB97M-V/def2-TZVPD.

Output
**LUMO energy**: -0.115 hartree
**Net charge**: +1
**HOMO level**: -10.75 eV
**Kohn-Sham gap**: 7.62 eV

Last column: Löwdin charge in e.
Atoms and positions in Å:
Ti1 8.927 10.104 11.805  1.11
C1 7.790 5.965 9.938  0.03
C2 7.906 7.463 10.136  -0.20
N1 8.080 8.020 11.283  -0.01
N2 8.003 7.211 12.385  -0.06
C3 9.053 6.427 12.838  -0.93
N3 8.683 5.710 13.942  0.09
S1 10.562 6.502 12.275  0.73
C4 7.822 8.215 8.837  -0.25
C5 6.584 8.480 8.277  -0.03
C6 6.498 9.135 7.051  -0.06
C7 7.649 9.388 6.338  -0.03
C8 8.872 9.099 6.991  -0.12
N4 8.952 8.506 8.180  0.15
H1 7.747 5.410 10.851  0.06
H2 6.856 5.793 9.361  0.11
H3 8.628 5.616 9.319  0.12
H4 7.208 7.403 12.986  0.14
H5 7.797 5.857 14.404  0.11
H6 9.472 5.361 14.522  0.10
H7 5.704 8.116 8.811  0.13
H8 5.536 9.326 6.587  0.12
H9 7.760 9.800 5.293  0.13
H10 9.768 9.304 6.439  0.09
C9 12.960 12.585 11.493  -0.03
C10 11.834 12.216 12.478  -0.36
C11 11.447 13.360 13.375  -0.03
C12 12.129 10.963 13.288  -0.13
C13 13.436 10.591 13.609  -0.03
C14 13.737 9.479 14.339  -0.06
C15 12.775 8.815 15.065  -0.02
C16 11.415 9.040 14.783  -0.12
C17 10.352 8.320 15.623  -0.35
C18 10.883 6.932 15.994  -0.09
C19 10.065 9.198 16.818  -0.04
C20 11.148 10.129 13.859  -0.10
N5 9.665 10.275 13.555  -0.03
C21 8.888 10.922 14.578  -0.26
C22 9.336 11.842 15.523  -0.04
C23 8.478 12.318 16.525  -0.05
C24 7.162 11.867 16.615  -0.07
C25 6.753 10.896 15.740  -0.01
C26 7.569 10.553 14.684  -0.22
F1 7.193 9.578 13.772  -0.01
H11 12.627 13.354 10.869  0.07
H12 13.231 11.708 10.913  0.06
H13 13.845 12.966 11.930  0.07
H14 10.930 11.972 11.905  0.07
H15 12.223 13.679 14.103  0.11
H16 10.549 13.032 13.921  0.06
H17 11.104 14.162 12.738  0.07
H18 14.266 11.091 13.104  0.12
H19 14.745 9.099 14.324  0.11
H20 13.061 8.032 15.709  0.09
H21 9.435 8.302 14.976  0.12
H22 11.670 6.994 16.764  0.09
H23 11.242 6.409 15.117  0.04
H24 10.045 6.381 16.464  0.09
H25 10.744 10.012 16.958  0.09
H26 10.120 8.643 17.718  0.07
H27 9.062 9.641 16.750  0.07
H28 10.370 12.046 15.593  0.10
H29 8.873 13.072 17.234  0.13
H30 6.548 12.217 17.438  0.12
H31 5.736 10.432 15.833  0.14
S2 4.445 10.990 11.032  1.13
C27 5.963 10.182 11.271  -0.46
N6 6.975 10.581 10.594  -0.02
C28 6.598 11.603 9.726  -0.29
C29 7.390 12.216 8.754  0.00
C30 6.847 13.229 7.954  -0.05
C31 5.524 13.599 8.132  -0.07
C32 4.694 13.008 9.076  -0.06
C33 5.245 11.983 9.867  -0.45
H32 5.926 9.350 12.013  0.09
H33 8.396 11.927 8.629  0.09
H34 7.455 13.712 7.196  0.12
H35 5.150 14.459 7.580  0.12
H36 3.695 13.327 9.218  0.10
C34 8.406 14.416 10.997  0.04
O1 9.190 13.179 10.813  -0.04
C35 8.862 12.125 11.465  -0.49
O2 8.030 12.070 12.372  0.00
H37 8.461 14.902 10.053  0.09
H38 7.392 14.113 11.234  0.09
H39 8.864 15.031 11.791  0.11
Cl1 12.518 9.056 7.544  0.63
C36 12.314 9.431 9.294  -0.95
Cl2 12.514 7.982 10.319  0.58
C37 10.985 10.181 9.460  -0.60
O3 10.591 10.975 8.627  0.07
O4 10.254 9.791 10.557  -0.22
H40 13.196 10.080 9.651  0.08


Arrangement Q

This record from the Open Molecules 2025 dataset describes a structure of composition C37H40Cl2FN6O4S2Ti. The level of theory is wB97M-V/def2-TZVPD.

Output
**LUMO energy**: -0.106 hartree
**Net charge**: +1
**HOMO level**: -9.85 eV
**Kohn-Sham gap**: 6.97 eV

Last column: Löwdin charge in e.
Atoms and positions in Å:
Ti1 -0.748 -0.454 0.453  0.97
C1 -3.326 2.607 -1.668  0.02
C2 -2.331 2.025 -0.721  -0.18
N1 -1.808 0.841 -0.908  0.01
N2 -2.406 0.161 -1.980  -0.01
C3 -2.663 -1.225 -1.907  -0.78
N3 -3.238 -1.627 -3.027  0.16
S1 -2.322 -2.151 -0.598  0.91
C4 -1.921 2.961 0.399  -0.21
C5 -1.288 4.224 0.084  0.00
C6 -1.204 5.166 1.102  -0.04
C7 -1.678 4.841 2.397  -0.04
C8 -2.219 3.598 2.583  -0.14
N4 -2.387 2.664 1.624  0.16
H1 -4.136 1.917 -1.615  0.09
H2 -3.694 3.571 -1.403  0.09
H3 -2.889 2.595 -2.673  0.11
H4 -1.896 0.300 -2.859  0.15
H5 -3.538 -2.582 -3.087  0.12
H6 -3.535 -0.938 -3.687  0.13
H7 -0.881 4.432 -0.927  0.13
H8 -0.770 6.092 0.849  0.10
H9 -1.659 5.559 3.196  0.11
H10 -2.581 3.398 3.558  0.08
C9 -1.274 -4.574 -2.832  -0.09
C10 0.064 -3.982 -2.453  -0.38
C11 1.250 -4.778 -3.037  -0.04
C12 0.203 -2.503 -2.828  -0.15
C13 -0.077 -2.244 -4.185  -0.05
C14 0.183 -1.002 -4.794  -0.06
C15 0.758 -0.039 -3.979  -0.05
C16 1.014 -0.206 -2.610  -0.16
C17 1.968 0.610 -1.813  -0.38
C18 1.716 2.092 -1.944  -0.06
C19 3.367 0.303 -2.380  -0.03
C20 0.601 -1.429 -2.025  -0.19
N5 0.591 -1.562 -0.575  -0.07
C21 1.332 -2.552 -0.005  -0.30
C22 2.488 -3.018 -0.522  -0.04
C23 3.117 -4.097 0.034  -0.07
C24 2.640 -4.675 1.189  -0.06
C25 1.521 -4.131 1.844  0.01
C26 0.931 -3.073 1.227  -0.23
F1 -0.171 -2.417 1.729  0.00
H11 -1.159 -5.674 -2.773  0.09
H12 -1.540 -4.383 -3.880  0.07
H13 -2.082 -4.345 -2.146  0.03
H14 0.116 -4.089 -1.331  0.14
H15 1.194 -4.624 -4.169  0.11
H16 1.101 -5.836 -2.801  0.08
H17 2.237 -4.519 -2.627  0.07
H18 -0.396 -3.073 -4.837  0.11
H19 -0.031 -0.790 -5.858  0.12
H20 0.953 0.940 -4.428  0.11
H21 1.942 0.280 -0.747  0.11
H22 1.750 2.397 -2.944  0.05
H23 2.523 2.662 -1.401  0.11
H24 0.721 2.407 -1.608  0.06
H25 3.484 0.790 -3.343  0.09
H26 3.588 -0.776 -2.446  0.08
H27 4.052 0.777 -1.698  0.08
H28 2.817 -2.539 -1.414  0.11
H29 4.001 -4.518 -0.387  0.11
H30 3.152 -5.534 1.552  0.10
H31 1.156 -4.568 2.763  0.13
S2 -0.294 1.659 5.336  1.15
C27 -0.169 0.690 3.952  -0.33
N6 0.466 1.234 2.937  0.04
C28 0.989 2.485 3.278  -0.20
C29 1.810 3.324 2.461  0.03
C30 2.175 4.530 2.992  -0.06
C31 1.700 4.970 4.251  -0.05
C32 0.926 4.149 5.062  -0.08
C33 0.632 2.913 4.552  -0.46
H32 -0.598 -0.315 3.910  0.10
H33 1.997 3.026 1.446  0.11
H34 2.734 5.225 2.370  0.12
H35 2.001 5.978 4.576  0.12
H36 0.501 4.399 6.039  0.13
C34 2.652 -0.671 2.308  -0.02
O1 2.087 0.372 1.483  -0.11
C35 0.711 0.568 1.602  -0.54
O2 0.199 1.290 0.633  -0.13
H37 3.139 -0.078 3.067  0.09
H38 3.379 -1.236 1.732  0.10
H39 1.895 -1.344 2.759  0.09
Cl1 -3.233 -2.042 4.106  0.62
C36 -3.899 -0.552 3.438  -0.99
Cl2 -3.683 0.814 4.551  0.61
C37 -3.411 -0.190 1.971  -0.71
O3 -4.274 0.192 1.211  0.07
O4 -2.129 -0.362 1.877  -0.24
H40 -4.985 -0.712 3.396  0.06


Most stable: arrangement Q (next structure +1.110 eV)


Arrangement P

This record from the Open Molecules 2025 dataset describes an isolated molecule of C2H3NO2. The level of theory is wB97M-V/def2-TZVPD.

Output
**LUMO energy (spin up / spin down)**: -0.010 / -0.081 hartree
**HOMO level (spin up / spin down)**: -10.13 / -8.71 eV
**Kohn-Sham gap (spin up / spin down)**: 9.86 / 6.50 eV

Last column: natural (NBO) charge in e.
Atoms and positions in Å:
C1 0.336 0.550 -0.165  0.50
C2 1.134 -0.653 -0.089  -0.31
N1 -1.119 0.192 0.132  -0.10
O1 0.465 1.753 -0.293  -0.54
O2 -2.038 -0.493 -0.285  -0.30
H1 0.541 -1.491 0.209  0.20
H2 2.169 -0.805 -0.208  0.21
H3 -1.489 0.947 0.699  0.33


Arrangement Q

This record from the Open Molecules 2025 dataset describes an isolated molecule of C2H3NO2. The level of theory is wB97M-V/def2-TZVPD.

Output
**LUMO energy (spin up / spin down)**: -0.039 / -0.039 hartree
**HOMO level (spin up / spin down)**: -9.96 / -9.71 eV
**Kohn-Sham gap (spin up / spin down)**: 8.89 / 8.64 eV

Last column: natural (NBO) charge in e.
Atoms and positions in Å:
C1 0.406 -0.287 0.890  -0.13
C2 -0.014 -0.079 -0.399  -0.35
N1 0.764 -1.557 1.375  -0.01
O1 2.364 -1.917 -0.075  -0.33
O2 1.579 -2.305 0.836  0.16
H1 0.536 0.493 1.686  0.23
H2 -0.160 -1.067 -1.005  0.20
H3 -0.596 0.691 -0.848  0.22


Most stable: arrangement P (next structure +2.889 eV)


Arrangement P

This record from the Open Molecules 2025 dataset describes an isolated molecule of C2H3NO2. The level of theory is wB97M-V/def2-TZVPD.

Output
**LUMO energy**: 0.029 hartree
**Structure (SMILES)**: O=CNC=O
**HOMO level**: -10.38 eV
**Kohn-Sham gap**: 11.18 eV

Last column: natural (NBO) charge in e.
Atoms and positions in Å:
O1 -0.686 0.261 -1.386  -0.60
C1 -1.064 -0.121 -0.289  0.52
N1 -0.127 -0.177 0.685  -0.71
C2 1.120 0.216 -0.011  0.57
O2 1.687 1.252 0.148  -0.49
H1 -2.110 -0.398 -0.096  0.14
H2 -0.269 -0.463 1.649  0.42
H3 1.450 -0.570 -0.700  0.14


Arrangement Q

This record from the Open Molecules 2025 dataset describes an isolated molecule of C2H3NO2. The level of theory is wB97M-V/def2-TZVPD.

Output
**LUMO energy**: 0.030 hartree
**Structure (SMILES)**: Cc1noo1
**HOMO level**: -10.38 eV
**Kohn-Sham gap**: 11.21 eV

Last column: natural (NBO) charge in e.
Atoms and positions in Å:
C1 -0.299 -0.271 0.142  0.43
C2 0.868 0.645 0.046  -0.69
N1 -1.078 -0.954 0.933  -0.17
O1 -1.101 -0.642 -1.064  -0.24
O2 -1.949 -1.254 -0.115  -0.09
H1 1.880 0.071 0.062  0.25
H2 0.719 1.097 -0.883  0.25
H3 0.960 1.308 0.879  0.25


Arrangement R

This record from the Open Molecules 2025 dataset describes an isolated molecule of C2H3NO2. The level of theory is wB97M-V/def2-TZVPD.

Output
**LUMO energy (spin up / spin down)**: -0.025 / -0.025 hartree
**Structure (SMILES)**: O=CCN=O
**HOMO level (spin up / spin down)**: -9.66 / -9.66 eV
**Kohn-Sham gap (spin up / spin down)**: 8.98 / 8.98 eV

Last column: natural (NBO) charge in e.
Atoms and positions in Å:
C1 0.120 -0.388 -0.399  -0.44
C2 -0.956 0.455 0.212  0.45
N1 1.400 0.298 -0.150  0.16
O1 2.164 -0.204 0.640  -0.26
O2 -1.586 1.264 -0.417  -0.48
H1 0.123 -1.339 0.090  0.21
H2 -0.166 -0.287 -1.358  0.24
H3 -1.098 0.201 1.382  0.11


Most stable: arrangement P (next structure +2.919 eV)


Arrangement P

This record from the Open Molecules 2025 dataset describes an isolated molecule of C2H3NO2. The level of theory is wB97M-V/def2-TZVPD.

Output
**LUMO energy**: -0.017 hartree
**Structure (SMILES)**: NC(=O)C=O
**HOMO level**: -10.55 eV
**Kohn-Sham gap**: 10.09 eV

Last column: natural (NBO) charge in e.
Atoms and positions in Å:
N1 -1.219 -0.231 0.394  -0.84
C1 -0.140 0.348 -0.094  0.52
O1 -0.378 1.507 -0.481  -0.63
C2 1.236 -0.256 -0.202  0.37
O2 1.486 -1.387 0.129  -0.46
H1 -1.688 0.761 0.120  0.47
H2 -1.275 -1.189 0.752  0.43
H3 1.978 0.446 -0.617  0.14


Arrangement Q

This record from the Open Molecules 2025 dataset describes a cluster of 2 separate species, C2H3NO2 in total. The level of theory is wB97M-V/def2-TZVPD.

Output
**LUMO energy**: 0.038 hartree
**HOMO level**: -9.80 eV
**Kohn-Sham gap**: 10.84 eV

Last column: natural (NBO) charge in e.
Atoms and positions in Å:
C1 2.052 1.069 -1.834  0.50
C2 -0.823 -0.786 0.549  0.04
N1 0.115 0.082 1.072  -0.33
O1 0.971 1.327 -1.679  -0.50
O2 0.413 -0.510 -0.198  -0.38
H1 -0.977 -1.682 1.153  0.17
H2 -1.692 -0.510 -0.013  0.17
H3 -0.059 1.010 0.950  0.33


Arrangement R

This record from the Open Molecules 2025 dataset describes a cluster of 2 separate species, C2H3NO2 in total. The level of theory is wB97M-V/def2-TZVPD.

Output
**LUMO energy**: 0.039 hartree
**HOMO level**: -9.01 eV
**Kohn-Sham gap**: 10.06 eV

Last column: natural (NBO) charge in e.
Atoms and positions in Å:
C1 -1.767 -0.066 1.825  0.10
C2 1.247 -0.168 -0.451  0.38
N1 -2.180 0.221 0.806  -0.35
O1 2.326 0.275 -0.928  -0.65
O2 0.268 -0.031 -1.304  -0.71
H1 -1.557 -0.407 2.838  0.24
H2 2.174 0.618 -1.804  0.46
H3 -0.511 -0.442 -0.981  0.52


Most stable: arrangement P (next structure +0.988 eV)